C2H7NO3S | ωB97M-V/def2-TZVPD

Each line ends with the natural charge from an NBO analysis.
Positions of all 14 atoms, in Å:
C 1.08258 -1.62544 -0.91891  -0.2839
C -0.25316 1.92455 -0.26134  -0.3207
N 0.36143 -0.03194 1.91158  -0.8176
O -2.32279 -1.01698 0.55537  -0.8479
O -0.30127 -1.31922 -0.94432  -0.6974
O -1.18437 0.93056 -0.56046  -0.6791
S -1.01392 -0.43005 0.22556  2.0700
H 1.11491 -2.67565 -1.25233  0.2241
H 1.35274 -1.59630 0.24296  0.2227
H 1.60394 -0.77318 -1.32439  0.1990
H -0.62899 2.93134 -0.09867  0.2000
H 0.63285 2.03438 -0.83265  0.1816
H 0.01125 1.46039 0.70748  0.2432
H -0.45520 0.18753 2.55011  0.3060

Results
net charge: 0
E_HOMO (alpha / beta): -9.062 / -9.062 eV
multiplicity: 1
total energy: -20648.837 eV
Kohn-Sham gap (alpha / beta): 8.717 / 8.716 eV
energy relative to the best compared isomer or geometry (same formula, charge and spin): 142.0 kcal per mole